Entry 1:
46
Properties=species:S:1:pos:R:3:nbo_charge:R:1 method="wB97M-V/def2-TZVPD" homo_ev=-8.7 gap_ev=9.146 e_above_lowest_kcal_mol=1.8
H -4.22999 0.18022 2.14641 0.23
H -1.87997 2.58767 0.22013 0.26
H -2.13688 1.11448 2.52918 0.28
C -4.09210 -0.22174 0.05053 -0.67
S -0.98805 -2.76316 0.58882 0.41
H 1.86010 2.13368 -1.75078 0.22
O -3.15479 1.38581 -1.88456 -0.96
C 5.70356 0.23308 -0.84371 -0.23
H 2.25692 2.99062 -0.26919 0.22
H 1.24862 -1.30453 1.15110 0.20
H -1.45783 0.53687 -0.98226 0.26
C -1.82458 -3.43985 -1.73473 -0.25
H 3.59866 -1.36781 1.24676 0.22
C -2.71649 2.07515 0.68313 -0.67
C -0.83687 -0.08779 -0.33474 -0.30
C 5.23406 -0.71236 0.04584 -0.20
N -1.03086 0.29925 1.04932 -0.44
O -0.27376 0.45486 3.16656 -0.61
H 6.70598 0.16105 -1.23706 0.21
H -1.59418 -4.98179 -0.19346 0.24
C 2.68545 2.51486 -1.14951 -0.62
H -5.15874 -0.41547 0.06532 0.26
C -3.47824 -0.16123 1.43325 -0.43
C -1.53080 -3.96318 -0.51971 -0.41
C 1.31711 -0.28526 1.55689 -0.17
O 1.83912 0.61180 0.60260 -0.52
H -2.17884 -4.02278 -2.56542 0.23
C 3.59131 1.39512 -0.73973 -0.08
C 3.12718 0.42985 0.16619 0.37
C 4.87940 1.27861 -1.22975 -0.18
H 1.94060 -0.30201 2.45901 0.22
C -1.62254 -2.04113 -1.78711 -0.27
O -5.07205 2.20124 -0.59230 -0.94
H -3.30000 2.76823 1.28038 0.26
H 5.86516 -1.53205 0.35472 0.21
H -3.59030 -0.91357 -0.61807 0.26
H -1.81175 -1.43770 -2.65687 0.24
H 0.20398 0.10601 -0.60892 0.25
H 5.24383 2.02037 -1.92559 0.21
H -3.12332 -1.13895 1.76077 0.24
C -0.06688 0.19224 1.99842 0.68
H 3.22737 3.25585 -1.73070 0.22
C -2.30942 0.84767 1.47862 -0.07
S -3.84462 1.45891 -0.62049 2.15
C 3.94703 -0.61905 0.55288 -0.31
C -1.17156 -1.52213 -0.61218 -0.21

---

Entry 2:
127
Properties=species:S:1:pos:R:3:mulliken_spin:R:1 method="wB97M-V/def2-TZVPD" homo_ev="-3.8 / -4.6" gap_ev="6.155 / 6.680" spin_multiplicity=6 s2=8.80 charge=-1
H 2.67903 3.44268 -1.62454 0.00
C 3.13269 -1.50482 -2.45440 0.00
H -2.35096 0.05563 -3.45236 0.15
H -2.05051 2.90621 -1.08136 0.01
H -0.30459 -2.02549 -5.06081 0.00
H -0.80541 -3.73519 0.45776 0.00
C 4.49606 1.42655 0.34236 -0.01
H 0.79488 5.19318 -1.35737 0.00
C 0.42280 4.52651 -2.13422 0.03
C -3.73551 -1.36149 -0.26448 -0.01
C -0.69646 2.73983 0.55126 -0.04
H -5.67316 0.75487 2.57475 0.00
H 1.76215 4.01904 5.57178 0.00
C -2.93310 0.94622 -3.25148 0.25
C -1.83741 0.11166 -0.64823 -0.13
H -1.88143 -2.03114 -2.61975 0.00
C 7.33412 0.76616 1.26675 0.00
H -6.58252 1.44242 0.28762 0.00
H 2.77088 -1.01924 -3.35482 0.01
H 8.12707 0.52101 1.98461 0.00
C -5.91136 -0.56133 0.84942 0.00
C -0.34568 -2.56158 -1.25027 -0.02
O -0.60924 0.34055 -1.09325 0.19
C -5.11508 2.03819 -2.90204 0.20
C 0.51557 -5.23380 1.94715 0.00
H 7.73932 0.67067 0.25505 0.00
H 4.98853 -1.77886 -0.51916 0.00
C 5.05991 0.15295 0.40382 0.02
H -5.30637 -0.94291 2.90343 0.00
H -7.06838 2.86779 -2.64564 0.00
C -0.34991 2.55909 4.78119 0.00
H 2.59799 4.18172 4.01769 0.00
C -0.00024 -3.36032 -0.16696 0.00
H -4.43639 -1.25526 -3.42290 0.01
C 2.53774 -5.80498 0.63116 0.00
H -7.43372 -2.08340 0.97802 0.00
H -6.81151 0.22326 -0.96946 0.00
C -4.33297 0.88011 -3.14065 0.15
H 1.31512 -1.33326 -4.98385 0.00
C -5.97608 -0.27279 2.35648 0.00
H 2.82892 3.05956 2.05910 0.00
H 4.78157 2.17170 1.08464 0.00
C 1.32455 -3.68047 0.11310 0.00
C -6.49249 1.96752 -2.82371 -0.11
H -4.60493 2.98956 -2.78375 0.00
H 5.22658 1.05439 3.01797 0.00
C 2.30332 -3.09401 -0.68189 0.00
C -7.14856 0.74341 -2.96892 0.25
C -6.40598 -1.98779 0.61393 0.00
H 1.43293 0.60392 4.03671 0.00
H 2.03763 -3.07170 2.70084 0.00
H -4.16255 -2.35258 -0.39193 0.00
C 3.21304 0.88706 -1.65029 0.00
C -1.79778 -2.27176 -1.55688 0.02
C 2.59474 -3.90377 2.25981 0.00
H 7.03574 -1.81183 0.33454 0.00
H -0.82943 1.60339 4.55037 0.00
C 0.66386 -2.08039 -2.06769 0.01
H -8.22824 0.69119 -2.90475 0.01
C 1.62142 4.03380 4.48540 0.00
H -0.15380 2.58701 5.85675 0.00
H 7.42660 -1.78228 2.06007 0.00
H -1.37454 2.36847 2.52602 0.00
C 2.92891 3.16573 -0.60420 0.00
H 3.92757 -2.20071 -2.73308 0.00
C -6.39780 -0.41435 -3.18368 -0.11
H -0.49505 4.93941 -2.55447 0.00
O 0.13644 3.23827 -1.59431 0.01
C -3.87079 0.88735 0.44272 -0.04
C 0.74421 2.78007 2.50495 0.00
C 0.39269 3.04981 -0.24390 0.02
H 2.81057 -6.52066 1.41448 0.00
C 2.00534 -2.25927 -1.75572 -0.02
H 3.62882 3.90036 -0.20163 0.00
H -6.99610 -0.41463 2.73424 0.00
Ru 0.34927 1.06882 -2.82510 3.59
Cl -0.84824 0.77299 -6.05124 0.02
H 5.82947 -2.33105 1.52998 0.00
C -5.02049 -0.35311 -3.26424 0.17
O 0.26030 -1.38120 -3.19788 -0.10
H 0.84990 -5.96087 2.69267 0.00
C -4.48160 -0.36179 0.34472 0.01
C 1.88389 1.54683 4.36075 0.00
H -5.78920 -2.71946 1.14458 0.00
H -1.05322 3.36269 4.54457 0.00
H 3.35217 -3.26128 -0.45124 0.00
C -6.85594 0.39811 0.11079 0.00
H -6.40073 -2.23770 -0.45178 0.00
H 2.85310 1.63788 3.86158 0.00
H 7.05084 1.81176 1.41631 0.00
C 6.62974 -1.61074 1.32999 0.00
H 1.16494 4.43254 -2.92602 -0.01
C 0.96453 2.72746 4.01827 0.00
C 3.68328 -0.43339 -1.52785 0.03
C 4.60885 -0.76152 -0.53783 -0.01
C 1.72972 -4.64419 1.22976 0.00
C -0.50591 2.61066 1.92094 0.00
C 6.12858 -0.17060 1.44914 0.00
C -2.59507 1.13978 -0.03640 0.06
H -0.06114 -4.46109 2.46406 0.00
H -2.37651 -3.18106 -1.38687 0.00
H 1.94867 -6.32934 -0.12750 0.00
H -4.41576 1.71792 0.89099 0.01
C 0.21830 1.76223 -4.92611 0.08
H -6.90028 -1.36838 -3.28358 0.00
H -2.40709 1.88728 -3.15995 0.05
O 2.48437 1.28187 -2.69049 0.11
H -0.14331 2.78196 -5.03213 0.00
C 1.82191 3.00392 1.65259 0.00
H -7.89059 0.25417 0.44743 0.00
C 5.55458 0.02237 2.86020 0.00
C 3.58412 1.79707 -0.63373 0.01
H 6.30924 -0.21330 3.62045 0.00
H -2.78369 3.19083 0.49204 0.00
H 3.45687 -5.45121 0.15753 0.00
H 1.21036 1.71612 -5.36545 0.02
H 0.99199 4.89166 4.22904 0.00
C 0.60011 -1.96554 -4.46233 0.03
H 1.01787 -2.95968 -4.31664 0.00
H 2.90165 -4.58328 3.06255 0.00
H -0.14868 -5.74897 1.24757 0.00
C -2.44625 -1.15424 -0.75899 0.02
H 2.05812 1.49749 5.44164 0.00
H 4.69011 -0.63101 3.01352 0.00
H 3.49672 -3.49032 1.79821 0.00
C 1.68063 3.11371 0.27154 -0.01
C -2.07382 2.56001 -0.04722 0.03

---

Entry 3:
21
Properties=species:S:1:pos:R:3:nbo_charge:R:1 method="wB97M-V/def2-TZVPD" homo_ev="-4.9 / -9.1" gap_ev="5.848 / 10.044" spin_multiplicity=2 s2=0.75 e_above_lowest_kcal_mol=6.9
H 1.63078 -0.49990 2.74583 0.18
C -0.09780 0.65380 -1.52630 -0.22
N -2.25640 1.64903 -1.01973 -0.83
H -2.81303 2.00578 -0.25479 0.36
H -0.67456 -2.61766 1.82487 0.16
N 1.26403 0.39243 -1.00877 -0.82
H 1.68507 1.27600 -0.73410 0.36
C 1.64473 -1.37434 2.08701 -0.41
C -0.49843 -1.89908 1.03968 -0.36
C -0.85268 1.58650 -0.60521 -0.24
H -1.26847 -1.73366 0.30576 0.17
N 0.68435 -1.20968 1.01739 -0.63
H -0.60312 -0.31097 -1.58688 0.20
H -0.37711 2.57240 -0.62081 0.16
H 2.63832 -1.54796 1.66926 0.19
H 0.96455 -0.55189 0.23443 0.42
H -0.05293 1.02307 -2.55457 0.17
H 1.86403 0.03322 -1.74270 0.37
H -2.35821 2.30478 -1.78525 0.35
H -0.79884 1.17470 0.40393 0.21
H 1.34436 -2.20762 2.72153 0.20

---

Entry 4:
11
Properties=species:S:1:pos:R:3:nbo_charge:R:1 method="wB97M-V/def2-TZVPD" homo_ev=-7.9 gap_ev=7.793 e_above_lowest_kcal_mol=87.2
H 0.17684 1.49905 -0.42406 0.21
O 0.71707 -0.90807 -1.34798 -0.76
O -1.76088 -0.91860 -2.28665 -0.54
H 2.13941 -0.08309 -0.09869 0.19
C -1.22874 -0.55427 -1.33578 0.47
N -0.52744 0.72603 1.34165 -0.70
H 1.07104 -1.25223 0.68682 0.13
C 1.10687 -0.49291 -0.12520 -0.13
H -1.23306 1.44412 1.45236 0.41
C 0.17594 0.63054 0.21824 0.30
H -0.63705 -0.09057 1.91929 0.41

---

Entry 5:
20
Properties=species:S:1:pos:R:3:nbo_charge:R:1 method="wB97M-V/def2-TZVPD" homo_ev=-10.1 gap_ev=10.720 e_above_lowest_kcal_mol=60.3
H -1.03787 1.84346 0.78224 0.47
H 1.82691 0.80682 1.37615 0.35
O -0.76517 0.10817 0.71167 -0.74
H 1.56581 -1.04278 0.76947 0.19
C -0.23466 -0.62514 -0.38079 -0.08
C 2.36418 -0.94144 -1.28462 -0.61
H 3.10822 -0.28008 -1.41476 0.22
H -0.66654 -0.22645 -1.42763 0.17
H -1.89389 3.05895 0.50235 0.46
N 2.07732 0.67967 0.36527 -0.82
H -4.10740 -0.63996 -0.05929 0.46
H 1.86072 1.58802 0.02307 0.36
O -1.18544 2.76114 1.09963 -0.96
C 1.40141 -0.51434 -0.14791 -0.08
H -4.18029 -1.80333 0.92926 0.46
H -0.40756 -1.73353 -0.28475 0.19
H 0.07371 0.68805 1.01785 0.46
H 1.74768 -0.83622 -2.25534 0.19
H 2.61986 -2.05794 -1.23602 0.22
O -4.16699 -0.83307 0.91416 -0.93

---

Entry 6:
12
Properties=species:S:1:pos:R:3:nbo_charge:R:1 method="wB97M-V/def2-TZVPD" homo_ev=-11.1 gap_ev=10.436 e_above_lowest_kcal_mol=192.6
H -0.31545 -2.75933 -0.48420 0.24
H 1.05656 -2.03085 -2.41672 0.21
C 0.05572 -1.73927 -0.59513 -0.32
H 1.25083 -0.34140 -1.72095 0.22
O -0.08877 0.38678 0.29330 -0.25
O -0.99249 -1.31897 1.52296 -0.53
O 0.89232 2.69924 0.86604 -0.29
C -0.40563 -0.90524 0.53960 0.73
N -0.28701 2.63421 1.09343 0.70
C 0.81319 -1.32941 -1.60876 -0.29
O -1.15360 3.46763 1.20657 -0.28
O -0.82566 1.23663 1.30386 -0.12

---

Entry 7:
16
Properties=species:S:1:pos:R:3:nbo_charge:R:1 method="wB97M-V/def2-TZVPD" homo_ev=-9.3 gap_ev=10.132 e_above_lowest_kcal_mol=58.9
O 1.45010 1.04227 0.76937 -0.80
O 1.61868 0.52185 -1.53563 -0.78
H -0.81170 0.89872 -0.75999 0.21
C -0.52402 0.11748 -0.05184 -0.29
C 0.11881 0.79798 1.16266 -0.05
H -1.59373 -1.56660 0.92289 0.21
H 0.48123 -1.17820 -1.54618 0.19
H 1.22339 -1.17176 0.10551 0.21
H 0.06811 0.12740 2.05116 0.16
C 0.69798 -0.59278 -0.68083 -0.03
H 2.57413 0.30040 -1.58041 0.49
C -1.76708 -0.77327 0.18455 -0.61
H -0.39320 1.72563 1.46579 0.17
H -2.10683 -1.24725 -0.74574 0.21
H 1.57624 1.17163 -0.31734 0.49
H -2.61210 -0.17348 0.55602 0.22